1.
DFT (ωB97M-V/def2-TZVPD) results for a gas-phase ion, C3H6N2 (charge +2) in a non-equilibrium geometry.

The calculation puts the total energy at -6165.157 eV. The calculation puts the energy above the lowest of the compared OMol25 structures with the same formula, charge and spin at 0.478 eV. As for the structure (SMILES): [NH3+]CC1=[N+]=C1. Its LUMO energy is -10.984 eV. As for the charge: +2.

Last column: Mulliken charge in e.
CARTESIAN COORDINATES (ANGSTROEM)
C -2.267 -0.373 -0.004  -0.013
C -0.920 -0.091 -0.030  0.430
C 0.428 -0.473 0.024  -0.291
N -1.907 0.894 -0.003  -0.175
N 1.327 0.716 0.009  -0.330
H -3.104 -1.040 -0.010  0.402
H 0.774 -1.285 -0.833  0.417
H 0.652 -1.120 1.027  0.410
H 1.078 1.417 -0.704  0.386
H 2.321 0.354 -0.330  0.446
H 1.618 1.001 0.854  0.317

=====

2.
DFT (ωB97M-V/def2-TZVPD) results for 2 unconnected molecules or ions with the total composition C2H7FSi in a non-equilibrium geometry.

The calculation puts the total energy at -12778.600 eV. The calculation puts the energy above the lowest of the compared OMol25 structures with the same formula, charge and spin at 5.858 eV. Its LUMO energy is -0.474 eV. As for the charge: 0.

Last column: natural (NBO) charge in e.
CARTESIAN COORDINATES (ANGSTROEM)
C -1.212 0.244 0.740  -1.122
C 0.746 0.497 -1.567  -0.368
F -0.511 0.480 -2.084  -0.375
Si 0.574 -0.084 0.239  1.170
H -1.874 -0.319 1.328  0.255
H -1.058 1.049 1.441  0.254
H -1.628 0.633 -0.083  0.248
H 0.952 1.499 -1.548  0.191
H 1.418 -0.094 -2.184  0.184
H 1.607 1.981 0.818  -0.270
H 1.033 -1.519 0.360  -0.168

=====

3.
DFT (ωB97M-V/def2-TZVPD) results for a molecular structure, C38H38BClF4N9O4V in a non-equilibrium geometry.

The calculation puts the total energy at -111384.310 eV. Its multiplicity is 2. Its LUMO energy (spin up / spin down) is -4.059 / -3.436 eV. As for the charge: +1. Its expectation value of S² is 0.762.

Last column: Löwdin spin population.
CARTESIAN COORDINATES (ANGSTROEM)
V -0.507 0.562 -0.057  1.033
Cl -1.188 -6.508 -2.449  -0.002
C -1.027 -4.846 -2.007  -0.005
C 0.142 -4.391 -1.431  0.001
C 0.243 -3.055 -1.064  -0.005
C -0.801 -2.185 -1.281  -0.002
O -0.646 -0.876 -0.833  -0.053
C -1.969 -2.629 -1.875  -0.004
C -3.166 -1.790 -2.176  0.000
O -3.208 -0.592 -2.097  -0.001
C -2.073 -3.965 -2.221  0.001
H 0.969 -5.070 -1.265  0.000
H 1.156 -2.682 -0.619  0.000
H -4.086 -2.374 -2.368  0.000
H -2.997 -4.321 -2.663  0.000
C 3.204 -1.123 -3.267  0.000
C 4.452 -1.080 -2.665  0.000
C 4.554 -0.638 -1.358  0.000
C 3.402 -0.272 -0.666  0.000
N 2.204 -0.302 -1.251  0.000
C 2.121 -0.704 -2.521  0.000
C 3.439 0.202 0.762  0.000
C 4.631 0.306 1.464  0.000
C 4.610 0.784 2.764  0.000
C 3.399 1.141 3.324  0.000
C 2.258 0.989 2.557  0.000
N 2.264 0.522 1.310  0.003
H 3.074 -1.457 -4.289  0.000
H 5.339 -1.379 -3.210  0.000
H 5.527 -0.577 -0.892  0.000
H 1.131 -0.675 -2.965  0.000
H 5.573 0.026 1.015  0.000
H 5.532 0.880 3.324  0.000
H 3.330 1.535 4.330  0.000
H 1.294 1.261 2.965  0.000
N 0.176 -8.345 5.708  0.000
C 0.058 -7.276 5.301  0.000
C -0.088 -5.928 4.787  0.000
C -0.294 -5.723 3.427  0.000
C -0.450 -4.440 2.935  0.000
C -0.383 -3.364 3.806  0.000
C -0.175 -3.555 5.161  0.000
C -0.033 -4.842 5.653  0.000
N -0.539 -2.037 3.290  0.001
C -1.152 -0.963 3.916  0.001
C -1.110 0.058 3.033  0.002
N -0.460 -0.361 1.883  0.000
C -0.141 -1.621 2.075  0.003
H -0.348 -6.573 2.760  0.000
H -0.661 -4.282 1.884  0.000
H -0.101 -2.707 5.831  0.000
H 0.132 -5.006 6.710  0.000
H -1.598 -1.037 4.895  0.000
H -1.487 1.062 3.140  0.000
H 0.395 -2.250 1.388  0.000
F -0.131 2.081 0.958  -0.005
B 0.343 3.702 1.143  0.000
F 0.012 4.297 -0.035  0.000
F -0.409 4.019 2.228  0.000
F 1.688 3.579 1.350  0.000
C 0.234 4.137 -5.404  0.000
C -0.145 4.458 -3.968  0.000
N 0.398 3.504 -2.984  -0.002
C 1.749 3.783 -2.471  0.000
C 2.847 2.961 -3.129  0.000
C -0.334 2.494 -2.523  0.004
C -1.728 2.301 -3.033  0.001
N 0.128 1.645 -1.615  0.002
H -0.233 4.856 -6.079  0.000
H -0.097 3.136 -5.685  0.000
H 1.314 4.194 -5.553  0.000
H -1.220 4.507 -3.855  0.000
H 0.236 5.437 -3.688  0.000
H 1.745 3.659 -1.390  0.000
H 1.927 4.841 -2.640  0.000
H 2.611 1.899 -3.102  0.000
H 3.793 3.114 -2.604  0.000
H 2.990 3.246 -4.172  0.000
H -2.383 3.033 -2.558  0.000
H -2.083 1.313 -2.759  0.001
H -1.777 2.418 -4.115  0.000
H 1.097 1.815 -1.357  0.001
C -4.539 3.699 1.156  0.000
N -4.092 2.304 1.077  -0.001
C -4.813 1.289 1.647  0.002
C -4.455 0.004 1.543  -0.002
C -3.231 -0.351 0.855  0.002
O -2.860 -1.508 0.732  0.004
N -2.456 0.728 0.372  0.001
C -2.953 2.027 0.340  0.004
O -2.402 2.910 -0.292  0.014
H -5.131 3.817 2.059  0.000
H -5.138 3.969 0.288  0.000
H -3.674 4.350 1.197  0.000
H -5.705 1.596 2.177  0.000
H -5.042 -0.789 1.978  0.000

=====

4.
DFT (ωB97M-V/def2-TZVPD) results for a gas-phase ion, C10H17N5 (charge +2) in a non-equilibrium geometry.

The calculation puts the total energy at -18076.226 eV. The calculation puts the energy above the lowest of the compared OMol25 structures with the same formula, charge and spin at 3.824 eV. As for the structure (SMILES): N#CN1C=CC/C(=[NH+]/C2CC[NH2+]CC2)N1. Its LUMO energy is -6.552 eV. As for the charge: +2.

Last column: natural (NBO) charge in e.
CARTESIAN COORDINATES (ANGSTROEM)
C 4.077 -0.738 1.311  0.359
C 3.416 2.076 -0.653  -0.232
C 4.182 1.020 -0.289  -0.013
C 1.368 0.575 -0.593  0.590
C 1.942 1.967 -0.744  -0.505
C -1.938 -1.120 -1.250  -0.434
C -1.147 -0.803 1.210  -0.445
C -3.209 -0.420 -0.835  -0.262
C -2.455 -0.050 1.468  -0.251
C -0.715 -0.814 -0.330  -0.062
N 4.348 -1.078 2.340  -0.224
N 3.578 -0.227 -0.012  -0.272
N 2.176 -0.413 -0.207  -0.350
N 0.052 0.388 -0.647  -0.550
N -3.465 -0.664 0.585  -0.499
H 3.814 3.163 -0.832  0.287
H 5.270 0.872 -0.125  0.281
H 1.612 2.564 0.074  0.269
H 1.455 2.342 -1.632  0.261
H -2.054 -2.168 -1.252  0.245
H -1.646 -0.800 -2.259  0.266
H -0.343 -0.289 1.763  0.264
H -1.183 -1.914 1.547  0.253
H -3.105 0.600 -1.066  0.227
H -3.951 -0.797 -1.650  0.291
H -2.782 -0.267 2.536  0.268
H -2.538 1.042 1.313  0.244
H -0.125 -1.723 -0.264  0.231
H 1.870 -1.328 -0.322  0.423
H -0.632 1.179 -0.891  0.439
H -4.510 -0.572 0.968  0.481
H -3.362 -1.604 0.737  0.421

=====

Copy entry 2 word for word.
DFT (ωB97M-V/def2-TZVPD) results for 2 unconnected molecules or ions with the total composition C2H7FSi in a non-equilibrium geometry.

The calculation puts the total energy at -12778.600 eV. The calculation puts the energy above the lowest of the compared OMol25 structures with the same formula, charge and spin at 5.858 eV. Its LUMO energy is -0.474 eV. As for the charge: 0.

Last column: natural (NBO) charge in e.
CARTESIAN COORDINATES (ANGSTROEM)
C -1.212 0.244 0.740  -1.122
C 0.746 0.497 -1.567  -0.368
F -0.511 0.480 -2.084  -0.375
Si 0.574 -0.084 0.239  1.170
H -1.874 -0.319 1.328  0.255
H -1.058 1.049 1.441  0.254
H -1.628 0.633 -0.083  0.248
H 0.952 1.499 -1.548  0.191
H 1.418 -0.094 -2.184  0.184
H 1.607 1.981 0.818  -0.270
H 1.033 -1.519 0.360  -0.168

=====

- charge of number 3 (C38H38BClF4N9O4V)?
  +1

=====

- What is the charge in the fourth record?
  +2

=====

- What is the formula in the fourth record?
  C10H17N5